{
  "formula": "C47H49MgN4O3P2",
  "method": "ωB97M-V with the def2-TZVPD basis set",
  "species": ["Mg", "O", "P", "C", "P", "O", "C", "C", "C", "C", "C", "C", "C", "C", "C", "C", "C", "C", "C", "C", "C", "C", "C", "C", "C", "C", "C", "C", "C", "C", "H", "H", "H", "H", "H", "H", "H", "H", "H", "H", "H", "H", "H", "H", "H", "H", "H", "H", "H", "H", "H", "H", "N", "C", "C", "C", "N", "H", "H", "H", "H", "H", "H", "H", "H", "H", "H", "O", "C", "C", "C", "C", "C", "C", "N", "H", "H", "H", "H", "H", "H", "H", "N", "C", "C", "C", "C", "C", "C", "C", "C", "C", "C", "C", "C", "C", "H", "H", "H", "H", "H", "H", "H", "H", "H", "H"],
  "coordinates": [[-0.2026, 1.4871, -0.2250], [-0.6700, 0.0392, 1.2493], [-0.8906, -1.4547, 1.2177], [-2.0441, -1.9078, -0.1431], [-1.3780, -1.2936, -1.7343], [-0.6279, -0.0044, -1.5408], [-2.7964, -1.0159, -2.8050], [-3.8254, -1.9486, -2.9427], [-4.9087, -1.6660, -3.7620], [-4.9662, -0.4565, -4.4461], [-3.9370, 0.4679, -4.3235], [-2.8491, 0.1907, -3.5045], [-0.3835, -2.5929, -2.4531], [0.8381, -2.2264, -3.0175], [1.5979, -3.1871, -3.6736], [1.1425, -4.4943, -3.7683], [-0.0740, -4.8591, -3.1983], [-0.8401, -3.9092, -2.5421], [-1.6732, -2.0205, 2.7306], [-0.9885, -2.7721, 3.6840], [-1.6157, -3.1116, 4.8763], [-2.9193, -2.7020, 5.1187], [-3.6020, -1.9366, 4.1776], [-2.9798, -1.5938, 2.9877], [0.5623, -2.4381, 0.9217], [0.4809, -3.8346, 0.9717], [1.6015, -4.5918, 0.6790], [2.7974, -3.9583, 0.3405], [2.8756, -2.5742, 0.2948], [1.7549, -1.8071, 0.5840], [-3.0165, -1.4471, 0.0286], [-2.1645, -2.9927, -0.1660], [-3.7848, -2.8960, -2.4113], [-5.7099, -2.3882, -3.8675], [-5.8197, -0.2357, -5.0775], [-3.9793, 1.4038, -4.8689], [-2.0312, 0.9006, -3.4078], [1.1938, -1.2039, -2.9128], [2.5507, -2.9108, -4.1114], [1.7367, -5.2397, -4.2859], [-0.4235, -5.8822, -3.2669], [-1.7909, -4.2040, -2.1050], [0.0327, -3.0847, 3.4971], [-1.0821, -3.6930, 5.6198], [-3.4088, -2.9781, 6.0464], [-4.6150, -1.6058, 4.3759], [-3.5107, -0.9838, 2.2614], [-0.4527, -4.3242, 1.2364], [1.5484, -5.6744, 0.7148], [3.6736, -4.5562, 0.1102], [3.8073, -2.0806, 0.0339], [1.7970, -0.7235, 0.5393], [-0.6454, 3.1325, 1.1824], [-1.8057, 3.9284, 1.6229], [-3.0650, 3.0771, 1.7375], [-3.5948, 2.5322, 0.4146], [-2.6461, 1.5893, -0.2135], [-0.3996, 2.4791, 1.9297], [0.1853, 3.7170, 1.0985], [-1.9725, 4.7352, 0.9055], [-1.6119, 4.3993, 2.5865], [-3.8485, 3.6808, 2.1952], [-2.8664, 2.2396, 2.4208], [-3.7653, 3.3629, -0.2756], [-4.5648, 2.0676, 0.5870], [-2.9744, 1.3127, -1.1350], [-2.5981, 0.7474, 0.3548], [2.0306, 0.6153, -2.4220], [2.0966, 1.8821, -3.0113], [0.8006, 2.6796, -3.0541], [0.4945, 3.3557, -4.2317], [-0.6161, 4.1758, -4.2999], [-1.3999, 4.3261, -3.1683], [-1.0440, 3.6237, -2.0345], [0.0191, 2.7924, -1.9570], [1.9698, 0.7197, -1.4263], [2.4302, 1.7503, -4.0394], [2.8394, 2.5234, -2.5174], [1.1407, 3.2304, -5.0921], [-0.8615, 4.6950, -5.2195], [-2.2636, 4.9793, -3.1568], [-1.6227, 3.7291, -1.1238], [1.6619, 1.4907, 0.3858], [2.5494, 1.4387, 1.2847], [3.9443, 0.8517, 1.0801], [4.4799, -0.0294, 2.0235], [5.7105, -0.6404, 1.8114], [6.4414, -0.3532, 0.6643], [5.9304, 0.5420, -0.2679], [4.6875, 1.1311, -0.0638], [2.2938, 1.9059, 2.7059], [3.1180, 2.8654, 3.2931], [2.8910, 3.2917, 4.5953], [1.8485, 2.7454, 5.3375], [1.0350, 1.7746, 4.7689], [1.2573, 1.3614, 3.4588], [3.9242, -0.2434, 2.9318], [6.1046, -1.3329, 2.5467], [7.4117, -0.8129, 0.5056], [6.5028, 0.7845, -1.1566], [4.2969, 1.8313, -0.7929], [3.9422, 3.2813, 2.7205], [3.5353, 4.0417, 5.0384], [1.6804, 3.0665, 6.3599], [0.2336, 1.3318, 5.3495], [0.6496, 0.5694, 3.0259]],
  "total_charge": 1,
  "gap_ev": 7.38,
  "largest_force_ev_per_a": 1.4,
  "multiplicity": 1,
  "e_above_lowest_kj_mol": 70.8,
  "e_homo_ev": -9.34,
  "e_tot_ev": -85662.0116
}



{
  "formula": "C3H3P",
  "method": "ωB97M-V with the def2-TZVPD basis set",
  "species": ["C", "C", "C", "P", "H", "H", "H"],
  "coordinates": [[-1.8804, 0.8163, 1.1636], [-0.7501, 0.6827, 0.8174], [1.4358, -0.7887, -0.9088], [1.4388, 0.4498, 0.1712], [-2.8960, 0.9724, 1.6064], [2.2367, -1.1116, -1.6920], [0.4152, -1.0209, -1.1578]],
  "gap_ev": [7.30, 6.76],
  "largest_force_ev_per_a": 8.3,
  "multiplicity": 3,
  "e_above_lowest_kj_mol": 252.4,
  "e_homo_ev": [-7.20, -10.06],
  "e_tot_ev": -12440.2195
}



{
  "formula": "C6H12O",
  "method": "ωB97M-V with the def2-TZVPD basis set",
  "species": ["C", "C", "C", "C", "C", "C", "O", "H", "H", "H", "H", "H", "H", "H", "H", "H", "H", "H", "H"],
  "coordinates": [[-1.7967, 0.1556, 0.7130], [-0.4857, 0.5489, 0.0271], [-0.7542, 1.4039, -1.2120], [0.3082, -0.6983, -0.3103], [1.7685, -0.6251, -0.6816], [1.3698, -1.2094, 0.6314], [1.7252, -0.4493, 1.7511], [-1.6147, -0.4489, 1.6098], [-2.3770, 1.0368, 1.0088], [-2.4202, -0.4411, 0.0342], [0.1137, 1.1402, 0.7318], [-1.3143, 2.3096, -0.9499], [-1.3448, 0.8474, -1.9508], [0.1816, 1.7095, -1.6923], [-0.2712, -1.4684, -0.8225], [2.1516, -1.2824, -1.4570], [2.2457, 0.3505, -0.6292], [1.4596, -2.2881, 0.7669], [1.0547, -0.5914, 2.4314]],
  "gap_ev": 10.61,
  "smiles": "CC(C)[C@H]1C[C@H]1O",
  "largest_force_ev_per_a": 0.3,
  "multiplicity": 1,
  "e_above_lowest_kj_mol": 106.7,
  "e_homo_ev": -9.66,
  "e_tot_ev": -8463.2482
}



{
  "formula": "C40H30CsN8O7S2",
  "method": "ωB97M-V with the def2-TZVPD basis set",
  "species": ["Cs", "S", "C", "N", "C", "C", "N", "C", "C", "C", "C", "C", "C", "C", "C", "S", "C", "C", "C", "C", "C", "C", "C", "H", "H", "H", "H", "H", "H", "H", "H", "H", "H", "H", "H", "H", "H", "H", "H", "H", "H", "N", "C", "C", "C", "C", "C", "C", "C", "C", "C", "C", "C", "C", "N", "C", "C", "C", "C", "N", "H", "H", "H", "H", "H", "H", "H", "H", "H", "H", "O", "N", "O", "C", "C", "C", "C", "O", "C", "C", "N", "O", "O", "N", "O", "O", "H", "H"],
  "coordinates": [[-1.9682, 0.1932, -1.0096], [-0.3854, -0.5029, 1.8192], [1.1763, -0.0664, 2.0972], [1.6182, 0.5232, 3.2232], [3.0555, 0.6720, 3.4482], [3.7341, -0.5580, 2.9073], [3.4583, -0.6233, 1.4724], [4.6019, -0.8384, 0.5809], [5.5656, 0.3259, 0.6243], [5.1860, 1.5512, 0.0753], [6.0326, 2.6466, 0.1563], [7.2685, 2.5312, 0.7839], [7.6559, 1.3143, 1.3243], [6.8045, 0.2170, 1.2448], [2.2315, -0.2976, 1.0172], [1.8312, -0.1128, -0.5704], [0.7332, 0.8244, 4.3527], [0.8810, -0.1783, 5.4742], [1.5373, 0.1624, 6.6513], [1.7162, -0.7757, 7.6620], [1.2399, -2.0675, 7.4987], [0.5762, -2.4150, 6.3268], [0.3951, -1.4775, 5.3208], [3.2324, 0.7729, 4.5165], [3.4422, 1.5596, 2.9398], [3.3519, -1.4454, 3.4197], [4.8099, -0.5019, 3.0545], [4.1998, -0.9640, -0.4194], [5.0991, -1.7636, 0.8781], [4.2231, 1.6357, -0.4180], [5.7302, 3.5922, -0.2772], [7.9286, 3.3874, 0.8460], [8.6200, 1.2160, 1.8082], [7.1116, -0.7377, 1.6608], [-0.2821, 0.8328, 3.9682], [0.9818, 1.8259, 4.7088], [1.9006, 1.1766, 6.7870], [2.2252, -0.4945, 8.5758], [1.3784, -2.8008, 8.2833], [0.1906, -3.4192, 6.1982], [-0.1302, -1.7429, 4.4096], [3.5845, -4.4969, -7.2742], [2.6976, -4.0889, -6.6644], [1.5836, -3.5799, -5.9001], [0.5480, -2.8994, -6.5405], [-0.5172, -2.4169, -5.8034], [-0.5814, -2.6197, -4.4244], [0.4638, -3.2930, -3.7946], [1.5423, -3.7677, -4.5216], [-1.7487, -2.1219, -3.6440], [-2.1695, -0.8060, -3.8758], [-3.4369, -0.2063, -3.5805], [-3.3479, 1.0967, -4.0074], [-2.0219, 1.2507, -4.5209], [-1.3264, 0.1297, -4.4670], [-2.3451, -2.9843, -2.7123], [-2.1927, -4.4036, -2.6103], [-2.9624, -4.7955, -1.5397], [-3.5354, -3.5984, -1.0163], [-3.1864, -2.5270, -1.7047], [0.5916, -2.7478, -7.6111], [-1.3162, -1.8731, -6.2880], [0.4302, -3.4251, -2.7209], [2.3564, -4.2831, -4.0286], [-4.2907, -0.7215, -3.1695], [-4.1233, 1.8499, -3.9966], [-1.5893, 2.1533, -4.9363], [-1.6269, -5.0344, -3.2808], [-3.1057, -5.7981, -1.1616], [-4.1790, -3.5103, -0.1476], [-7.9546, 5.8966, -0.3684], [-7.7399, 4.7582, 0.0196], [-8.5371, 4.1089, 0.6800], [-6.4318, 4.1894, -0.2260], [-6.1249, 2.9372, 0.2737], [-4.8747, 2.4176, 0.0664], [-3.8216, 3.0914, -0.6846], [-2.7444, 2.5574, -0.9667], [-4.2312, 4.4195, -1.1261], [-5.4812, 4.9249, -0.9309], [-3.2808, 5.2817, -1.8344], [-3.7293, 6.0337, -2.6921], [-2.0988, 5.1413, -1.6060], [-4.5848, 1.1157, 0.6437], [-5.5104, 0.3441, 0.8555], [-3.4127, 0.8466, 0.9071], [-6.8626, 2.3765, 0.8272], [-5.7326, 5.9012, -1.3154]],
  "total_charge": -1,
  "gap_ev": 5.61,
  "largest_force_ev_per_a": 3.4,
  "multiplicity": 1,
  "e_above_lowest_kj_mol": 17.7,
  "e_homo_ev": -4.49,
  "e_tot_ev": -90432.4524
}



{
  "formula": "C3H6BrClFNO",
  "method": "ωB97M-V with the def2-TZVPD basis set",
  "species": ["C", "O", "C", "F", "Cl", "N", "C", "Br", "H", "H", "H", "H", "H", "H"],
  "coordinates": [[1.2006, 0.1921, -1.8513], [0.2185, 0.5383, -0.8506], [0.0789, -0.6909, 0.1112], [1.1935, -0.8718, 0.7885], [-0.1507, -2.2112, -0.7964], [-1.0092, -0.5064, 1.1021], [-0.8379, 0.7860, 1.7771], [-2.6979, -0.7958, 0.2917], [2.1783, 0.5259, -1.5122], [0.8735, 0.7570, -2.7708], [1.2065, -0.8514, -2.0353], [-1.2202, 0.6841, 2.8820], [0.2796, 0.8591, 1.6950], [-1.3133, 1.5851, 1.1690]],
  "gap_ev": 9.88,
  "smiles": "CO[C@](F)(Cl)N(C)Br",
  "largest_force_ev_per_a": 4.5,
  "multiplicity": 1,
  "e_above_lowest_kj_mol": 0.0,
  "e_homo_ev": -9.61,
  "e_tot_ev": -92025.9911
}



{
  "formula": "C3H2NOS",
  "method": "ωB97M-V with the def2-TZVPD basis set",
  "species": ["O", "C", "N", "C", "C", "S", "H", "H"],
  "coordinates": [[1.8304, 0.9144, -1.0098], [1.0880, -0.0460, -0.7390], [0.0651, -0.1302, 0.0319], [-0.5101, 0.7250, 0.9626], [-0.1896, 1.9108, 1.4343], [0.4009, 2.9296, 2.4518], [1.1891, -1.1111, -1.2417], [-1.5238, 0.4220, 0.8045]],
  "total_charge": -1,
  "gap_ev": 6.45,
  "smiles": "[O-]/C=N\\C=C=S",
  "largest_force_ev_per_a": 3.0,
  "multiplicity": 1,
  "e_above_lowest_kj_mol": 167.6,
  "e_homo_ev": -2.96,
  "e_tot_ev": -17514.9066
}